No. 1
The following is a DFT calculation (ωB97M-V/def2-TZVPD) of 2 unconnected molecules or ions with the total composition C5H16N3 at a distorted geometry.

As for the energy relative to the best compared isomer or geometry (same formula, charge and spin): 1.228 eV. For the HOMO energy, the calculation gives -14.06 eV. Its charge is +1. As for the LUMO energy: -2.93 eV. The calculated total energy is -364.1302 hartree.

```
24
Properties=species:S:1:pos:R:3:forces:R:3
C -2.675 -0.261 0.615 -1.733 -0.972 0.905
C 0.059 -1.638 -2.306 3.405 -3.018 -1.831
H 1.261 -0.581 -3.797 0.590 -0.175 -0.123
C 0.822 0.815 1.049 0.373 -0.555 1.060
N -0.478 0.640 0.839 -0.370 2.103 -1.211
H -0.206 0.181 -3.293 0.612 0.304 -0.017
H -1.008 1.525 0.609 0.817 -1.735 0.215
H 0.826 2.877 0.837 -0.215 -0.584 0.099
H -0.804 -1.576 -1.658 0.086 0.042 -0.285
H 1.178 0.260 -2.222 0.661 0.438 0.605
H 0.947 -2.228 -1.899 -1.129 0.856 0.941
H -3.337 -1.058 1.056 0.643 0.927 0.013
C -1.236 -0.635 0.822 0.997 0.770 -0.358
N 1.353 2.038 1.063 1.744 1.365 -0.155
H -0.032 -2.473 -3.112 -1.031 1.810 0.837
H -0.850 -1.308 0.060 -0.022 0.238 -0.116
H -0.971 -1.097 1.751 -0.613 -0.390 0.875
H 2.462 -0.365 1.798 0.130 0.869 -0.145
H -2.867 0.710 1.121 -0.272 -0.720 -0.286
C 0.681 -0.367 -2.920 -3.165 -0.302 -0.444
N 1.545 -0.266 1.397 -0.515 -0.410 -0.605
H -3.061 -0.250 -0.409 0.739 0.389 -0.071
H 2.380 2.262 1.101 -1.645 -1.026 0.039
H 1.140 -1.148 1.143 -0.085 -0.223 0.059
```
Forces are in eV/Å.

---

No. 2
The following is a DFT calculation (ωB97M-V/def2-TZVPD) of 2 unconnected molecules or ions with the total composition C5H16N3 at a distorted geometry.

As for the energy relative to the best compared isomer or geometry (same formula, charge and spin): 2.696 eV. For the HOMO energy (alpha / beta), the calculation gives -17.51 / -17.50 eV. Its charge is +2. As for the LUMO energy (alpha / beta): -8.91 / -14.09 eV. The calculated total energy is -363.6025 hartree. As for the spin multiplicity: 2.

```
24
Properties=species:S:1:pos:R:3:forces:R:3
H 1.311 -2.724 0.052 0.180 0.367 0.144
N 0.068 1.739 2.725 -1.674 0.117 0.282
H 0.233 1.268 3.618 0.443 -0.101 -0.281
H 0.180 -2.028 -2.577 -1.272 0.548 -0.108
C -0.941 1.337 -0.644 -1.364 0.701 -0.633
H -1.095 -0.705 1.044 0.436 -0.202 0.294
H 0.966 2.392 -0.891 -0.146 -0.185 0.783
H 2.069 -3.025 -1.432 -0.174 0.080 -0.583
H -0.300 -3.449 -1.827 -1.055 -0.006 0.691
H 1.729 -1.339 -1.010 0.294 0.095 0.093
C 1.348 -2.353 -0.979 -1.388 -0.575 1.237
C -0.112 -2.408 -1.590 3.974 -0.242 -1.313
H -0.134 2.721 2.886 0.246 0.179 -0.265
C 0.511 1.409 -1.068 2.583 0.869 -1.168
H 1.201 0.608 -0.820 -0.358 -0.103 0.808
N -1.099 1.813 0.722 0.431 -1.059 -1.374
H -1.363 2.779 0.925 -0.069 0.160 -0.148
H -1.476 2.002 -1.324 -0.300 0.082 0.429
H -0.429 -0.856 2.599 0.437 0.435 0.138
N -0.549 -0.253 1.786 -1.977 0.144 -1.829
C -0.596 1.063 1.780 2.307 -0.414 2.693
H 0.630 1.461 -2.162 -1.103 -0.419 -0.071
H -0.798 -1.785 -1.033 -0.576 -0.290 -0.104
H -1.354 0.333 -0.780 0.124 -0.182 0.285
```
Forces are in eV/Å.

---

No. 3
The following is a DFT calculation (ωB97M-V/def2-TZVPD) of 2 unconnected molecules or ions with the total composition C5H16N3O.

As for the energy relative to the best compared isomer or geometry (same formula, charge and spin): 1.374 eV. For the HOMO energy, the calculation gives -12.20 eV. Its charge is +1. As for the LUMO energy: -3.69 eV. The calculated total energy is -439.3781 hartree.

```
25
Properties=species:S:1:pos:R:3:forces:R:3
C -1.268 0.701 -1.075 -0.207 -0.039 -0.046
H 0.261 1.288 1.152 -0.077 0.137 0.098
C 1.261 1.136 0.758 -0.066 -0.446 -0.141
N 1.887 2.496 0.565 -0.220 0.052 0.009
H -1.625 -1.684 2.513 -0.114 0.187 0.023
H 1.848 0.621 1.513 0.081 0.051 0.012
H -0.912 -1.351 -0.809 -0.053 -0.026 0.020
H 1.932 3.008 1.446 0.096 0.090 0.005
N -1.504 -0.597 -0.469 0.051 0.168 0.131
H 0.311 0.229 -2.453 -0.018 -0.006 -0.109
C -1.765 -0.697 0.872 -0.272 0.348 -0.398
H 0.528 -3.599 -0.538 0.097 -0.039 -0.044
H 2.831 2.380 0.195 0.039 0.137 -0.017
H 0.020 -2.675 0.594 -0.167 0.153 0.067
H -2.457 0.061 1.255 0.100 0.040 0.001
H 1.341 3.054 -0.098 0.137 -0.059 0.010
H 1.065 -0.680 -0.293 -0.045 0.081 -0.013
N -1.275 -1.631 1.565 0.295 -0.769 0.478
H 2.213 0.368 -1.017 0.236 0.128 -0.024
H -1.516 1.480 -0.350 -0.010 -0.007 0.067
C 0.176 0.837 -1.560 0.197 0.123 0.150
O 0.554 -2.691 -0.224 0.076 -0.248 -0.112
C 1.230 0.369 -0.548 -0.161 -0.023 0.006
H -1.945 0.855 -1.915 0.022 0.054 -0.122
H 0.348 1.876 -1.877 -0.018 -0.087 -0.049
```
Forces are in eV/Å.

---

No. 4
The following is a DFT calculation (ωB97M-V/def2-TZVPD) of a molecular structure, C5H16N4 at a distorted geometry.

As for the energy relative to the best compared isomer or geometry (same formula, charge and spin): 6.340 eV. For the HOMO energy (alpha / beta), the calculation gives -7.38 / -7.38 eV. Its charge is 0. As for the LUMO energy (alpha / beta): 0.45 / 0.45 eV. The calculated total energy is -418.9127 hartree.

```
25
Properties=species:S:1:pos:R:3:forces:R:3
H -0.510 -1.496 0.113 -0.509 0.093 -0.301
N -0.802 -0.768 0.774 4.043 -1.287 1.383
H -1.336 1.061 0.180 -0.236 -0.486 -0.090
C 2.332 0.788 1.242 -0.257 0.219 0.507
N -1.708 0.107 0.225 -1.348 2.189 -0.095
H -2.765 -1.241 -0.920 -0.051 0.043 -0.017
H 3.375 1.082 1.123 0.018 -0.014 0.156
H -2.912 1.751 -1.599 -0.003 0.032 0.015
N 0.925 0.444 -1.161 -0.823 -1.350 1.567
H 1.534 -1.823 1.835 -0.112 -0.195 0.028
H 3.168 -1.919 1.213 0.017 0.196 -0.227
H 0.263 -0.394 0.980 -3.798 -0.254 -0.780
C 1.988 -0.344 0.310 2.815 1.769 -1.880
H 0.698 2.061 -0.117 -0.507 -0.846 -0.023
H 2.769 -0.360 -0.463 -0.133 0.135 0.211
H 2.134 0.548 2.290 0.156 -0.182 -0.037
H -1.544 -0.334 -1.827 -0.082 -0.076 -0.089
N 0.348 1.467 -0.944 1.488 0.672 -0.262
C -3.370 0.774 -1.440 0.131 -0.142 0.100
H -4.131 0.864 -0.665 0.017 0.013 0.006
H 1.815 -2.499 0.218 0.082 -0.122 0.069
H 1.773 1.738 1.121 -0.104 -0.212 -0.363
H -3.855 0.478 -2.369 0.009 -0.001 -0.027
C 2.131 -1.733 0.926 -1.434 0.030 0.009
C -2.319 -0.250 -1.045 0.619 -0.224 0.137
```
Forces are in eV/Å.